12
Properties=species:S:1:pos:R:3 method="wB97M-V/def2-TZVPD" lumo_ev=-0.59 relative_energy_ev=2.126 multiplicity=1 smiles="CP(S)Cl.C=S" total_energy_ha=-1677.68970 e_homo_ev=-9.004
C -1.39 -0.65 0.81
P -0.78 0.02 -0.91
S -1.33 2.00 -0.44
Cl -2.34 -0.65 -2.00
H -1.62 -1.66 0.70
H -0.51 -0.62 1.51
H -2.32 -0.22 1.17
H -1.42 2.25 -1.83
C 2.93 -0.10 0.17
S 2.32 0.11 1.64
H 3.00 0.48 -0.77
H 3.47 -0.95 -0.05


63
Properties=species:S:1:pos:R:3 method="wB97M-V/def2-TZVPD" lumo_ev="-3.96 / -6.43" relative_energy_ev=0.000 multiplicity=6 s2=8.761 total_energy_ha=-4475.17807 charge=+1 e_homo_ev="-13.734 / -13.723"
Fe -0.74 0.73 1.59
F -0.35 2.27 0.51
N -2.55 0.98 2.08
S -4.05 0.14 1.99
O -5.13 0.66 1.20
O -4.35 -0.63 3.19
F -3.53 -1.04 1.06
S -3.28 2.24 2.81
O -3.62 2.09 4.18
O -4.08 3.10 2.03
F -1.85 3.03 2.86
C 1.66 -3.63 -0.12
C 2.68 -2.90 0.72
O 2.84 -1.53 0.27
P 2.48 -0.29 1.17
O 1.01 0.03 1.18
O 3.09 -0.53 2.62
C 4.49 -0.82 2.76
C 4.71 -2.00 3.70
O 3.35 0.89 0.55
C 3.27 2.17 1.16
C 4.06 3.16 0.28
H 1.90 -3.72 -1.18
H 1.57 -4.68 0.16
H 0.64 -3.26 0.00
H 2.29 -2.93 1.74
H 3.68 -3.32 0.61
H 4.90 -1.08 1.78
H 5.07 0.03 3.13
H 4.47 -2.98 3.28
H 5.75 -2.06 4.01
H 4.20 -1.86 4.65
H 2.25 2.52 1.37
H 3.80 2.15 2.11
H 5.09 2.83 0.32
H 3.65 3.18 -0.73
H 3.96 4.18 0.64
C -3.98 -2.11 -3.73
C -4.02 -1.96 -2.21
O -2.69 -1.77 -1.68
P -1.96 -0.36 -1.50
O -1.28 -0.24 -0.19
O -0.94 -0.29 -2.74
C 0.45 -0.66 -2.52
C 1.30 0.59 -2.43
O -3.06 0.69 -1.85
C -2.76 2.03 -2.33
C -3.47 3.02 -1.39
H -3.39 -3.01 -3.94
H -5.00 -2.22 -4.09
H -3.50 -1.22 -4.14
H -4.66 -1.18 -1.81
H -4.47 -2.86 -1.81
H 0.54 -1.21 -1.58
H 0.75 -1.27 -3.37
H 2.36 0.39 -2.30
H 1.23 1.22 -3.32
H 1.05 1.29 -1.63
H -1.68 2.19 -2.29
H -3.13 2.07 -3.35
H -4.50 2.68 -1.27
H -2.95 3.03 -0.44
H -3.55 4.03 -1.77


28
Properties=species:S:1:pos:R:3 method="wB97M-V/def2-TZVPD" lumo_ev=-15.75 relative_energy_ev=12.366 multiplicity=1 total_energy_ha=-725.03964 charge=+3 e_homo_ev=-20.288
Y 0.00 0.10 -0.02
O -1.74 2.26 2.70
H -2.36 1.94 3.36
H -1.26 2.96 3.15
O 2.54 -3.02 -0.09
H 3.46 -2.84 -0.23
H 2.47 -3.97 -0.19
O -2.10 -2.20 2.20
H -2.00 -2.42 3.13
H -2.79 -2.79 1.89
O 1.56 -0.51 3.70
H 1.09 -0.49 4.53
H 2.36 -1.00 3.89
O -3.60 1.01 -1.43
H -4.41 1.05 -0.92
H -3.78 1.54 -2.21
O -0.31 3.83 -1.07
H 0.06 4.50 -1.64
H -1.01 4.27 -0.60
O 1.49 -0.16 -3.58
H 2.01 -0.77 -4.10
H 1.53 0.67 -4.06
O 3.56 1.89 -0.31
H 3.83 2.25 -1.16
H 4.33 2.01 0.25
O -1.50 -3.12 -2.13
H -1.98 -3.94 -1.98
H -1.45 -3.05 -3.08


81
Properties=species:S:1:pos:R:3 method="wB97M-V/def2-TZVPD" lumo_ev=0.37 multiplicity=1 smiles="[H]/N=C(/C)CPCCCCCCCCCCCC.NC(N)=O.NC(N)=O.NC(N)=O.NC(N)=O" total_energy_ha=-1887.97788 e_homo_ev=-8.595
H -4.27 -1.17 0.14
N -4.27 -0.48 0.89
C -3.08 -0.16 1.17
C -2.77 0.85 2.23
C -1.89 -0.76 0.44
P -1.71 -2.55 0.81
C -0.30 -3.19 -0.24
C 0.07 -2.21 -1.36
C 1.06 -2.79 -2.37
C 1.35 -1.79 -3.50
C 2.41 -0.75 -3.11
C 1.86 0.61 -2.71
C 2.85 1.40 -1.87
C 3.11 0.72 -0.50
C 4.59 0.41 -0.24
C 4.79 -0.88 0.60
C 5.55 -1.99 -0.16
C 6.95 -2.27 0.42
H -1.84 1.34 1.98
H -3.53 1.63 2.22
H -2.67 0.39 3.20
H -0.99 -0.21 0.68
H -2.06 -0.57 -0.62
H -2.82 -3.13 0.16
H -0.57 -4.16 -0.64
H 0.53 -3.31 0.45
H 0.52 -1.34 -0.90
H -0.83 -1.96 -1.90
H 1.99 -3.10 -1.89
H 0.59 -3.68 -2.79
H 0.41 -1.27 -3.68
H 1.60 -2.31 -4.41
H 3.08 -0.58 -3.95
H 3.02 -1.17 -2.31
H 0.93 0.55 -2.13
H 1.62 1.16 -3.62
H 2.46 2.39 -1.66
H 3.77 1.51 -2.44
H 2.74 1.36 0.29
H 2.55 -0.21 -0.49
H 5.00 1.25 0.31
H 5.10 0.32 -1.19
H 5.37 -0.61 1.48
H 3.83 -1.26 0.91
H 5.69 -1.72 -1.20
H 4.96 -2.89 -0.12
H 7.29 -1.43 1.02
H 7.69 -2.43 -0.35
H 6.91 -3.14 1.06
N -3.20 -7.79 2.15
C -2.48 -6.76 1.62
N -2.65 -5.55 2.23
O -1.73 -6.90 0.67
H -3.82 -7.70 2.93
H -3.09 -8.69 1.72
H -2.13 -4.77 1.86
H -3.26 -5.40 3.01
N -4.87 2.88 5.00
C -4.14 3.94 4.52
N -4.34 5.12 5.18
O -3.39 3.84 3.58
H -5.50 2.95 5.78
H -4.75 2.00 4.54
H -3.82 5.92 4.86
H -4.96 5.23 5.97
N -6.80 3.58 1.07
C -7.82 4.47 1.28
N -7.74 5.17 2.46
O -8.73 4.63 0.49
H -6.04 3.44 1.71
H -6.82 3.05 0.22
H -8.47 5.82 2.65
H -7.00 5.05 3.12
N 5.97 4.16 -4.25
C 4.81 3.50 -4.52
N 3.78 4.27 -4.98
O 4.69 2.30 -4.36
H 6.10 5.14 -4.38
H 6.74 3.61 -3.91
H 2.91 3.82 -5.18
H 3.86 5.26 -5.12